2 unconnected molecules or ions with the total composition C17H18BBrF9N3O8P2S at a distorted geometry, computed with ωB97M-V/def2-TZVPD.

XYZ file:
```
60
Properties=species:S:1:pos:R:3:forces:R:3:lowdin_charge:R:1
C 3.31137 0.37788 3.34943 -0.3 -0.1 -0.1 -0.13
N 1.95324 0.60047 2.89683 0.0 -0.1 -0.5 -0.11
C 1.56278 -0.30595 1.79775 0.2 1.2 1.2 -0.17
C 0.62845 0.27748 0.74397 -0.3 -1.6 0.0 -0.32
C -0.62920 0.85653 1.36879 0.5 1.7 0.9 -0.22
N -0.41233 2.13050 2.09801 0.0 -0.5 -0.2 0.03
C 0.12256 -0.99018 -0.08350 0.4 -0.8 -1.4 -0.30
P -1.66709 -1.60658 0.14699 -1.7 0.3 -1.1 0.48
S -3.03468 -0.70286 -0.87670 0.5 0.4 0.4 0.35
B 0.98536 -2.35332 -0.10730 -0.2 -0.4 0.7 -0.69
O 0.65097 -3.33800 0.83128 -0.2 0.9 0.0 0.11
O 2.01202 -2.63738 -0.97886 -0.2 -0.1 0.2 0.14
C 0.11370 -0.49661 -1.53860 -0.4 0.4 1.0 -0.56
O 0.06497 -1.14103 -2.55017 -0.1 0.4 0.3 0.12
N 0.24424 0.91218 -1.43276 0.7 -1.0 -1.3 0.10
C 1.25153 1.16451 -0.38543 -1.0 0.9 -0.5 -0.37
P 2.89892 0.43031 -0.97656 0.2 -0.3 0.2 0.74
O 3.96775 1.50295 -0.34617 -0.2 -0.3 -0.1 -0.35
Br 3.00856 0.94579 -3.16169 0.0 0.0 0.1 0.41
C 1.24865 2.72656 -0.31005 0.3 -0.1 0.2 -0.37
F 0.00135 3.21920 -0.25963 0.1 0.0 -0.1 0.14
F 1.75190 3.14977 -1.51708 -0.1 0.0 -0.1 0.03
C 2.11104 3.47865 0.76621 -0.6 0.4 0.4 -0.35
F 2.86150 2.66505 1.50893 0.0 0.0 0.1 0.13
F 1.28743 4.15186 1.60000 0.1 0.1 0.0 0.13
C 3.02714 4.59163 0.20198 0.4 0.1 0.0 -0.34
F 3.96698 4.09808 -0.63659 -0.2 0.4 0.1 0.13
F 2.28562 5.52684 -0.43490 0.2 -0.3 0.1 0.16
C 3.82632 5.34915 1.31286 0.3 0.5 -0.6 -0.53
F 4.55712 6.29469 0.66834 -0.2 -0.3 0.3 0.15
F 4.68314 4.55298 1.95254 -0.3 0.1 0.0 0.18
F 3.03984 5.97891 2.18298 0.3 -0.3 0.0 0.18
H 3.98809 0.48819 2.51159 0.2 0.1 -0.3 0.07
H 3.45886 -0.61851 3.77332 0.2 -0.2 0.2 0.08
H 3.58241 1.13103 4.07351 0.1 0.2 0.4 0.07
H 1.31692 0.48008 3.66606 -0.1 0.0 0.2 0.10
H 1.06484 -1.14990 2.26138 -0.2 -0.5 -0.3 0.13
H 2.49813 -0.62713 1.35572 0.2 -0.4 -0.3 0.09
H -1.36554 1.06466 0.61205 -0.3 -0.3 -0.4 0.08
H -1.00981 0.13584 2.07418 -0.3 -0.5 0.0 0.09
H -1.21338 2.72017 1.94134 -0.1 0.2 -0.1 0.08
H -0.36835 1.97417 3.09061 0.2 0.0 0.2 0.06
H -1.92594 -1.63301 1.52876 0.5 -0.2 0.1 0.00
H -1.64763 -2.96138 -0.21760 0.4 0.0 0.2 0.01
H 1.38735 -3.42774 1.43510 0.3 -0.7 0.1 0.09
H 2.83726 -2.27088 -0.67208 0.5 0.3 -0.3 0.05
H 0.45828 1.26825 -2.36313 0.0 0.4 0.2 0.10
H 4.74323 1.53653 -0.90646 0.4 0.1 -0.1 0.04
C -6.59843 -3.08665 -3.18712 -0.3 -0.1 -0.4 -0.04
C -5.83849 -2.75452 -2.06570 0.4 -0.1 0.4 -0.44
C -4.92034 -3.88948 -1.51911 0.0 -0.7 -0.3 -0.40
O -4.14093 -3.67539 -0.56730 0.0 0.3 0.2 -0.12
C -5.00347 -5.16967 -2.13126 0.3 0.2 0.5 -0.05
C -5.78070 -5.51121 -3.24361 -0.3 0.0 -0.4 -0.43
C -6.61728 -4.34901 -3.85416 -0.1 0.7 0.2 -0.41
O -7.28474 -4.52545 -4.88510 0.0 -0.4 -0.1 -0.06
O -5.85273 -6.63855 -3.77626 0.1 0.1 0.2 -0.08
O -5.81608 -1.65255 -1.47188 -0.2 -0.1 -0.2 -0.14
H -7.24905 -2.33403 -3.62771 0.1 0.1 0.1 0.08
H -4.38362 -5.93396 -1.66610 0.0 -0.1 -0.1 0.08
```
Forces are in eV/Å.

The calculation puts the HOMO-LUMO gap at 2.47 eV. Its spin multiplicity is 1. Its charge is -2.

A molecular structure, C17H18BCuN7O4 at a distorted geometry, computed with ωB97M-V/def2-TZVPD.

XYZ file:
```
48
Properties=species:S:1:pos:R:3:forces:R:3:lowdin_charge:R:1
H -0.52147 2.65312 0.40016 0.0 0.1 -0.1 0.12
N -0.26550 1.44349 -1.31436 1.0 2.6 1.8 0.03
B 0.49095 0.52107 -3.65142 -0.1 -0.8 1.6 -0.45
N 0.39491 1.64395 -2.55630 -1.9 0.3 0.7 0.05
C 0.73361 2.93995 -2.65264 -0.8 -0.8 1.6 -0.03
Cu -0.90673 -0.61787 -0.77104 2.9 -0.7 0.9 0.40
H 1.11877 3.33991 -3.57047 0.3 -0.1 -0.1 0.13
C 0.41188 3.56972 -1.44787 0.2 -0.5 0.1 -0.03
H 0.50676 4.59255 -1.21533 0.3 0.9 0.2 0.09
C -0.12918 2.60615 -0.60544 -0.1 -0.5 -2.0 -0.05
H 0.88433 0.91947 -4.71574 -0.3 0.0 0.2 0.12
C -1.20219 -2.42125 -0.38944 -1.8 -3.2 1.1 -0.15
H -1.56408 -2.64461 0.62291 0.0 0.7 0.2 0.01
H -0.21769 -2.89316 -0.38185 0.0 0.1 -0.5 -0.01
H -1.94147 -3.03311 -0.97143 0.9 0.7 -0.2 0.02
N -0.94681 -0.07533 -3.62658 -0.8 0.4 0.7 0.01
N 1.44948 -0.51342 -3.02237 0.3 -0.5 0.9 -0.04
N -1.58612 -0.43428 -2.45937 -1.6 -1.2 -2.9 -0.06
N 1.13641 -1.02059 -1.77520 0.7 -0.4 -1.0 0.03
C -1.83006 -0.12687 -4.63334 0.3 -0.5 1.1 -0.06
C 2.63457 -1.00582 -3.44886 0.2 -0.6 0.5 -0.08
H -1.49558 0.21672 -5.57449 -0.1 0.1 -0.9 0.11
H 3.06731 -0.67424 -4.40801 -0.3 -0.4 0.7 0.12
C -3.00967 -0.64846 -4.14882 -0.1 0.1 -0.2 -0.05
C 3.09051 -1.91747 -2.47860 -0.5 0.4 0.1 -0.06
C -2.82062 -0.86670 -2.78948 1.2 0.8 -0.5 -0.09
C 2.09666 -1.89363 -1.44815 0.1 0.6 -1.1 -0.12
H -3.89234 -0.79026 -4.70644 -0.7 -0.3 -0.4 0.09
H 3.99896 -2.51489 -2.48142 -0.3 0.3 -0.1 0.09
H -3.46489 -1.32496 -2.05464 0.0 0.2 0.0 0.12
H 2.00959 -2.48958 -0.52150 0.2 0.6 -0.7 0.12
H -1.18306 0.87888 -0.53137 1.0 1.4 -1.2 0.20
O -1.66846 0.83059 1.41590 2.1 -0.7 -0.1 -0.03
C -0.57526 0.24662 1.74830 -0.2 -0.7 -0.8 -0.53
O 0.17129 -0.41605 0.92714 -1.3 1.3 1.3 -0.07
C -0.13643 0.21931 3.20814 0.3 0.5 0.7 -0.09
C 1.18072 -0.08208 3.62362 -0.5 -0.2 0.2 0.01
C 1.52162 -0.15160 4.98072 -0.5 0.3 0.1 0.02
C 0.54453 0.12121 5.94981 -0.6 0.0 -1.9 -0.16
C -0.76666 0.43623 5.56096 0.7 0.0 0.2 0.02
C -1.06984 0.52397 4.20856 -0.2 -0.3 -0.1 0.00
N 0.86537 0.06652 7.33978 0.9 -0.3 3.9 -0.32
O 2.03007 -0.20296 7.70378 -1.7 0.4 -1.3 0.05
O -0.02118 0.28090 8.19482 1.0 -0.2 -2.0 0.05
H 1.94400 -0.30741 2.89358 -0.1 0.0 -0.2 0.12
H 2.52592 -0.39165 5.31764 -0.2 0.0 -0.2 0.12
H -1.50854 0.62249 6.32913 0.1 0.0 -0.2 0.12
H -2.08439 0.78540 3.92702 0.1 0.0 -0.1 0.12
```
Forces are in eV/Å.

The calculation puts the HOMO-LUMO gap (alpha / beta) at 7.23 / 8.16 eV. Its spin multiplicity is 2.

A molecular structure, C17H18BMgN7O3S at a distorted geometry, computed with ωB97M-V/def2-TZVPD.

XYZ file:
```
48
Properties=species:S:1:pos:R:3:forces:R:3:lowdin_charge:R:1
C -2.95003 0.12993 0.91939 1.1 0.1 -0.9 -0.02
N -1.93604 0.15461 0.03742 -0.9 0.0 1.1 0.05
N -2.49361 -0.08508 -1.21160 -0.4 -0.1 0.1 0.03
C -3.82270 -0.25440 -1.09924 0.7 0.1 -0.2 0.02
C -4.16469 -0.12460 0.24940 0.1 -0.1 -0.4 0.09
B -1.56312 -0.24857 -2.43976 0.3 0.2 0.1 -0.46
N -0.58079 0.94441 -2.56511 -0.1 0.2 -0.1 0.01
N 0.24322 1.34741 -1.52028 0.9 0.9 -0.4 0.03
C 1.04164 2.31414 -2.02099 -1.1 -1.1 0.2 -0.05
C 0.72929 2.54200 -3.37317 -0.1 -0.1 -0.1 0.05
C -0.30214 1.65754 -3.67180 -0.1 -0.3 0.5 0.00
Mg 0.20862 0.35487 0.40115 -1.1 -0.8 -0.4 0.64
N -0.67615 -1.49135 -2.11428 -0.2 -0.7 -0.6 0.04
N 0.15940 -1.46546 -1.00951 0.9 -0.9 0.9 0.08
C 0.74261 -2.67103 -0.93527 -0.6 1.1 -0.2 -0.01
C 0.30167 -3.47973 -2.00849 0.0 0.0 0.1 0.11
C -0.59592 -2.68639 -2.72175 -0.4 1.0 0.1 0.03
H 1.43477 -2.93499 -0.14993 0.0 0.1 0.1 0.13
H -1.17906 -2.87546 -3.60859 0.0 -0.1 0.0 0.15
H 0.59797 -4.48716 -2.22398 0.0 -0.2 -0.1 0.14
H -2.18752 -0.40295 -3.44508 0.1 0.0 0.1 0.14
H -0.86123 1.47401 -4.57777 0.1 0.1 0.0 0.15
H -4.42098 -0.44323 -1.97598 -0.1 0.0 0.1 0.15
H 1.20468 3.23984 -4.03763 0.0 0.1 -0.1 0.13
H -5.13611 -0.21247 0.68951 -0.3 0.0 0.1 0.13
H 1.80357 2.79824 -1.42795 -0.2 -0.1 0.0 0.12
H -2.79923 0.30447 1.97413 0.2 0.0 -0.1 0.13
H 2.50645 0.48576 0.16142 -0.1 0.2 0.1 0.06
C 2.37038 1.40328 0.75638 0.3 0.2 0.1 -0.02
H 2.93062 2.21288 0.26701 -0.2 -0.4 0.3 0.07
H 1.32182 1.75572 0.87216 1.1 0.5 0.2 0.01
H 2.78651 1.21842 1.75576 -0.2 0.1 -0.3 0.08
O -0.35769 1.18697 2.31274 0.7 -1.3 0.6 -0.03
C 0.22765 0.20281 2.87640 -0.3 0.6 -0.3 -0.47
N 0.62657 -0.82853 2.10297 0.0 0.0 -1.4 -0.08
S 1.61600 -1.94028 2.82757 0.0 0.2 1.1 0.66
O 1.01546 -3.24757 2.79134 0.1 0.8 -0.2 -0.25
O 2.98337 -1.79256 2.38867 -0.9 0.1 -0.3 -0.26
C 1.43123 -1.10537 4.38742 1.0 -0.4 0.8 -0.19
C 2.13704 -1.39062 5.54712 -0.3 -0.1 0.0 0.00
C 1.98169 -0.52572 6.64145 0.0 -0.3 -0.4 0.00
C 1.19339 0.63107 6.52576 -0.1 -0.1 0.0 -0.01
C 0.53521 0.93469 5.33557 -0.1 -0.2 -0.1 0.03
C 0.66405 0.04328 4.26912 -0.2 0.6 0.2 -0.12
H 2.77120 -2.27215 5.57350 -0.1 0.2 0.2 0.14
H 2.47949 -0.76038 7.58222 -0.1 0.2 -0.3 0.13
H 1.10901 1.28558 7.39051 0.0 -0.1 -0.2 0.13
H -0.08781 1.81915 5.22154 0.2 -0.1 0.1 0.14
```
Forces are in eV/Å.

The calculation puts the HOMO-LUMO gap (alpha / beta) at 2.34 / 2.37 eV. Its spin multiplicity is 1. Its charge is +2.

A molecular structure, C17H18BN8RuS2 at a distorted geometry, computed with ωB97M-V/def2-TZVPD.

XYZ file:
```
47
Properties=species:S:1:pos:R:3:forces:R:3:lowdin_charge:R:1
Ru -0.09521 -0.11321 -0.69895 -0.6 -0.8 1.3 1.68
C 4.11728 -0.06628 -1.14311 0.2 0.0 -0.1 0.00
C 2.88138 -0.46526 -1.60542 0.1 0.2 0.1 -0.12
N 1.91540 0.02226 -0.80270 2.4 -0.2 -0.4 -0.16
N 2.52378 0.77009 0.15731 0.1 -0.1 0.1 -0.01
C 3.84173 0.71268 -0.02319 0.2 0.1 0.0 -0.01
B 1.68973 1.67840 1.11419 0.1 0.1 -0.1 -0.47
N 0.81932 0.80403 2.03882 0.1 0.1 0.0 -0.03
C 0.76516 0.73577 3.37601 0.1 0.1 -0.1 -0.02
C -0.17461 -0.21458 3.73447 -0.1 -0.1 0.0 -0.01
C -0.66773 -0.69619 2.52898 -0.1 -0.1 0.0 -0.11
N -0.06323 -0.07751 1.50547 0.2 0.2 0.0 -0.07
N 0.77243 2.51060 0.16398 0.0 0.1 0.0 -0.01
C 0.68811 3.82901 -0.00320 0.1 0.2 0.0 -0.01
C -0.13601 4.10076 -1.09234 0.0 0.2 0.0 0.00
C -0.53102 2.86281 -1.55278 0.3 0.1 0.1 -0.13
N 0.01472 1.89846 -0.78508 -0.3 2.5 -0.4 -0.17
H 5.08330 -0.28004 -1.56913 0.0 0.0 0.0 0.12
H 2.62930 -1.03990 -2.48227 0.0 -0.1 0.0 0.13
H 4.51156 1.24108 0.63800 0.0 0.0 0.0 0.15
H 2.40917 2.39867 1.73554 -0.1 -0.1 0.0 0.13
H 1.39401 1.36364 3.98816 0.0 0.0 -0.1 0.14
H -0.45833 -0.51188 4.72984 0.0 0.0 -0.1 0.12
H -1.41959 -1.44986 2.34728 0.0 0.0 0.0 0.12
H 1.22140 4.50231 0.65069 0.0 0.0 0.0 0.15
H -0.39205 5.06675 -1.49446 0.0 0.0 0.0 0.12
H -1.15679 2.60895 -2.39435 0.0 0.0 0.0 0.13
C -3.26064 1.93167 -0.32507 -0.2 0.3 0.0 -0.07
C -3.25542 0.48727 -0.65542 -1.7 0.1 0.0 -0.59
N -2.22032 -0.27773 -0.81217 -1.4 -2.0 -0.4 -0.08
C -2.57863 -1.63217 -1.01767 -7.3 3.7 -0.4 -0.32
C -4.02504 -1.81794 -1.10090 3.7 1.1 0.4 -0.26
S -4.80114 -0.31976 -0.82326 1.2 -0.1 -0.1 1.16
C -1.63852 -2.58358 -1.00011 3.8 -6.5 -0.1 -0.34
C -1.84640 -3.99883 -1.03768 0.9 2.8 0.2 -0.27
S -0.36802 -4.79303 -0.73871 0.0 0.7 -0.1 1.17
C 0.47414 -3.28846 -0.62320 0.1 -1.4 0.1 -0.60
N -0.27205 -2.23611 -0.80710 -2.0 -1.4 -0.3 -0.08
C 1.92398 -3.31910 -0.30073 0.1 0.1 0.0 -0.06
H -2.29655 2.27651 0.03607 -0.1 -0.1 0.1 0.06
H -4.01840 2.12070 0.43652 0.1 0.0 0.0 0.10
H -3.55002 2.51203 -1.20567 0.1 0.0 0.1 0.10
H -4.56688 -2.73692 -1.24754 0.0 0.0 0.0 0.09
H -2.77476 -4.52739 -1.17757 0.0 0.0 0.0 0.09
H 2.22565 -4.32288 -0.01012 0.0 0.0 0.0 0.09
H 2.14991 -2.63183 0.51538 0.0 0.0 0.0 0.09
H 2.51589 -3.03398 -1.16684 0.1 0.0 0.0 0.08
```
Forces are in eV/Å.

The calculation puts the HOMO-LUMO gap (alpha / beta) at 7.34 / 5.56 eV. Its spin multiplicity is 6. Its charge is +2.

A molecular structure, C17H18BrF5KNO5STe at a distorted geometry, computed with ωB97M-V/def2-TZVPD.

XYZ file:
```
50
Properties=species:S:1:pos:R:3:forces:R:3:lowdin_charge:R:1
K 0.56827 0.97560 -0.76269 0.7 -0.4 0.0 0.77
N 3.82708 -0.58438 2.04533 -0.1 0.1 -0.1 0.13
C 3.42263 0.74101 2.02988 0.0 -0.1 0.0 -0.58
O 2.71468 1.19172 2.91868 0.1 0.0 0.1 0.00
C 3.95843 1.53080 0.86137 -0.1 0.2 0.1 -0.31
C 3.61090 0.90531 -0.50569 0.1 -0.2 0.3 -0.25
H 3.21298 -1.16742 2.59731 0.0 0.0 0.0 0.09
H 3.96241 -0.92880 1.10228 0.0 0.0 0.0 0.05
H 5.04086 1.66160 1.07333 0.0 0.0 0.0 0.08
H 3.51351 2.52326 0.97148 0.0 0.0 -0.1 0.09
H 4.42135 0.19808 -0.76510 0.0 0.0 -0.1 -0.04
H 3.65517 1.70654 -1.25343 0.0 -0.1 -0.1 -0.04
C -3.94728 3.23017 -1.34989 -0.1 -0.1 0.1 -0.22
S -2.43932 2.42544 -0.79527 0.0 -0.1 -0.1 0.96
O -1.78456 1.93824 -2.05948 -0.2 -0.1 0.2 -0.63
C -3.16856 0.95321 -0.11068 -0.2 0.1 0.1 -0.40
C -3.36426 -0.15327 -0.91954 0.0 0.0 0.1 -0.07
C -3.91093 -1.29590 -0.35721 0.0 0.0 -0.1 -0.07
C -4.24339 -1.32427 0.98823 0.0 0.0 0.0 -0.09
C -4.03130 -0.21147 1.78678 0.0 0.0 0.0 -0.09
C -3.48383 0.93620 1.23865 0.0 -0.1 0.0 -0.08
H -4.46794 2.53574 -2.00810 0.0 0.0 0.0 0.06
H -3.62855 4.12635 -1.87562 0.0 0.0 0.0 0.04
H -4.56299 3.46647 -0.48228 0.0 0.0 0.0 0.05
H -3.03632 -0.11568 -1.94966 0.0 0.0 0.0 0.12
H -4.03174 -2.18435 -0.96447 0.0 0.0 0.0 0.10
H -4.61534 -2.23849 1.43187 0.0 0.0 0.0 0.10
H -4.23075 -0.25824 2.84897 0.0 0.0 0.0 0.10
H -3.25241 1.79042 1.86412 0.0 0.0 0.0 0.11
Br 4.22992 -5.86797 0.91832 0.0 0.0 0.0 0.64
C 2.80283 -4.59808 1.00480 0.0 0.0 0.0 -0.70
C 2.85903 -3.45862 0.22261 0.0 0.0 0.0 -0.14
C 1.81174 -2.54405 0.28441 0.1 0.0 -0.1 -0.03
C 0.72697 -2.76712 1.12793 0.0 0.0 0.0 -0.12
C 0.71065 -3.91561 1.91144 0.0 0.0 0.0 -0.03
C 1.73968 -4.84395 1.85596 0.0 0.0 0.0 -0.15
C -0.45362 -1.78248 1.19762 0.0 -0.2 -0.1 -0.64
O -1.29819 -1.98999 2.08531 0.0 0.0 0.0 -0.02
O -0.43953 -0.89182 0.31654 -0.4 -0.4 0.4 -0.18
H 3.70574 -3.26843 -0.42402 0.0 0.0 0.0 0.10
H 1.89276 -1.63763 -0.31359 -0.1 -0.1 0.2 0.09
H -0.13739 -4.05468 2.57026 0.0 0.0 0.0 0.11
H 1.72011 -5.73850 2.46495 0.0 0.0 0.0 0.09
F 1.44389 3.37675 -4.42477 -0.2 0.0 -0.1 -0.42
Te 0.05991 3.47649 -3.12985 0.7 0.5 0.3 1.80
F -1.22653 3.60806 -4.47882 0.1 -0.1 -0.1 -0.37
F 0.03430 1.61166 -3.59443 -0.2 0.2 -0.1 -0.44
F 0.47030 5.31064 -3.43388 0.0 0.0 -0.1 -0.43
F -1.32728 4.43365 -2.13791 -0.2 -0.2 -0.2 -0.47
O 0.96587 3.16775 -1.62205 -0.1 1.0 -0.7 -0.69
```
Forces are in eV/Å.

The calculation puts the HOMO-LUMO gap at 4.15 eV. Its spin multiplicity is 1. Its charge is -2.

So what do the calculations give for E? Going down the list: -6003.44071 -3008.02217 -1890.17643 -2012.21477 -5429.12669 a.u..